Arrangement P

Molecular formula: C13H21AsBrF6N3PdSSbSe
Method: DFT, wB97M-V/def2-TZVPD

The geometry in XYZ format:
```
49
Properties=species:S:1:pos:R:3
Pd 0.49654 0.43850 0.49244
C -0.85841 -3.85700 3.23147
N -1.61009 -2.60818 3.18431
C -2.92579 -2.46124 3.49543
C -3.23485 -1.14102 3.35392
N -2.10038 -0.49490 2.96580
C -2.00527 0.93162 2.69263
C -1.10400 -1.40284 2.84843
Se 0.67927 -1.11375 2.34841
H -1.55025 -4.67499 3.40713
H -0.12976 -3.82934 4.03967
H -0.33884 -4.01650 2.28883
H -3.55027 -3.29044 3.78021
H -4.16750 -0.63241 3.52646
H -2.81641 1.44652 3.20196
H -2.10479 1.11854 1.62382
H -1.06411 1.32959 3.06973
Br 7.14197 -0.28898 -1.17723
C 5.35174 -0.15794 -0.61920
C 4.98407 0.77191 0.34477
C 3.65525 0.83913 0.71710
N 2.73649 0.03409 0.18722
C 3.07909 -0.85079 -0.75150
C 4.38336 -0.98493 -1.17934
H 5.70637 1.43245 0.80117
H 3.32025 1.55594 1.45671
H 2.29124 -1.47513 -1.15283
H 4.63356 -1.72048 -1.92963
C -3.42251 -0.01822 -2.91576
As -1.49740 0.02521 -2.77987
C -0.85014 1.78863 -3.21668
C -0.84501 -1.24336 -4.08166
S -1.07187 -0.82752 -0.83226
H -3.71343 0.21689 -3.93924
H -3.86828 0.70578 -2.23730
H -3.75971 -1.02242 -2.66528
H -1.16843 1.97657 -4.24323
H 0.23488 1.81975 -3.15216
H -1.28942 2.53182 -2.55797
H -1.21095 -0.93852 -5.06254
H -1.23651 -2.23036 -3.84340
H 0.24209 -1.27264 -4.09633
F 1.44033 2.01059 -1.08782
Sb 0.68802 3.57239 -0.11214
F 0.96327 2.44071 1.52027
F -0.89152 2.37210 -0.23663
F -0.37649 4.69136 0.92039
F 0.31007 4.31619 -1.77806
F 2.42454 4.18763 0.14975
```

As for the HOMO energy (spin up / spin down): -0.5470 / -0.5461 Ha. As for the spin multiplicity: 2. As for the expectation value of S²: 0.97. As for the charge: +2.

Arrangement Q

Molecular formula: C13H21AsBrF6N3PdSSbSe
Method: DFT, wB97M-V/def2-TZVPD

The geometry in XYZ format:
```
49
Properties=species:S:1:pos:R:3
Pd -0.28495 -0.42348 0.22457
C 2.99110 1.71369 -1.65385
N 1.70300 2.41810 -1.67098
C 1.54547 3.76941 -1.56395
C 0.21786 4.03054 -1.70556
N -0.41377 2.83511 -1.89421
C -1.85810 2.70928 -2.15503
C 0.50148 1.84710 -1.87066
Se 0.18545 0.01302 -2.09989
H 3.75897 2.42114 -1.35642
H 3.21318 1.32917 -2.64587
H 2.95180 0.88969 -0.94413
H 2.37748 4.43483 -1.41138
H -0.31584 4.96533 -1.70451
H -2.40361 3.22122 -1.36790
H -2.13198 1.66143 -2.16120
H -2.07961 3.15923 -3.11959
Br 3.59326 3.42007 4.28154
C 2.56965 2.36849 3.13813
C 3.09661 1.20202 2.59709
C 2.30436 0.45038 1.75701
N 1.05209 0.80615 1.43817
C 0.54307 1.92777 1.97015
C 1.26961 2.73544 2.82074
H 4.09919 0.87614 2.83422
H 2.68186 -0.47157 1.33362
H -0.47767 2.17242 1.71384
H 0.81949 3.62572 3.23605
C 0.66357 -5.46419 -0.10036
As -0.43020 -3.89714 -0.14984
C -1.79180 -4.02990 1.18275
C -1.18695 -3.70690 -1.89405
S 0.99083 -2.28255 0.28830
H 0.01570 -6.32778 -0.24753
H 1.15302 -5.53071 0.86904
H 1.40396 -5.41036 -0.89531
H -2.29840 -4.98502 1.04315
H -2.49824 -3.21183 1.06726
H -1.32223 -3.99345 2.16329
H -1.72004 -4.62903 -2.12669
H -0.38238 -3.55606 -2.61062
H -1.88336 -2.87076 -1.89269
F -1.81304 1.14885 0.27169
Sb -3.34154 -0.01693 0.80599
F -1.96920 -0.73010 1.94803
F -2.45427 -1.18051 -0.48104
F -4.49929 -1.38535 1.23168
F -4.29753 0.74370 -0.57750
F -3.84806 1.20820 2.08446
```

As for the HOMO energy (spin up / spin down): -0.5611 / -0.5610 Ha. As for the spin multiplicity: 2. As for the expectation value of S²: 0.76. As for the charge: +2.

arrangement Q ends up most stable, edging out the next structure by 0.0323 hartree.